C10H18BKO6S2 | the ωB97M-V functional and the def2-TZVPD basis

The geometry in XYZ format:
```
38
Properties=species:S:1:pos:R:3:mulliken_charge:R:1
K 1.453 -1.024 0.814 0.5705
B 1.253 -1.799 3.517 0.4991
H 0.355 -1.957 2.845 -0.1736
H 1.716 -0.805 3.223 -0.3401
H 0.925 -1.898 4.619 -0.3053
H 1.964 -2.636 3.186 -0.3249
C -2.254 -0.514 -0.573 -0.6259
C -3.261 0.445 -0.584 0.4765
C -4.139 0.618 0.622 0.4781
O -5.246 1.262 0.562 -0.7991
C -3.859 0.036 1.861 -1.0628
C -2.798 -0.895 1.980 0.6985
C -2.004 -1.270 0.650 0.5673
O -1.133 -2.159 0.673 -0.7625
O -2.394 -1.463 2.993 -0.7121
O -3.405 1.048 -1.713 -0.8261
H -1.557 -0.522 -1.399 0.3258
H -4.596 0.127 2.643 0.3963
C 2.875 -0.487 -4.457 -1.0440
S 3.485 -1.194 -2.835 0.3833
O 2.421 -0.664 -1.905 -0.4685
C 2.985 -2.830 -3.297 -0.8735
H 1.819 -0.742 -4.406 0.3259
H 3.486 -0.905 -5.255 0.3888
H 2.951 0.599 -4.485 0.3281
H 3.691 -3.543 -2.863 0.3292
H 2.924 -3.087 -4.352 0.3273
H 2.029 -3.013 -2.803 0.3096
C 0.242 4.062 1.776 -0.9947
S 0.854 2.361 1.501 0.4181
O 0.296 1.614 2.687 -0.5162
C -0.220 2.054 0.024 -0.3771
H -0.702 3.994 2.318 0.3187
H -0.003 4.655 0.891 0.3287
H 0.973 4.661 2.320 0.2984
H -0.302 2.946 -0.591 0.4850
H -1.128 1.594 0.414 -0.0140
H 0.306 1.328 -0.600 -0.0330
```

Properties
Molar mass   348.29 Da
HOMO-LUMO gap   2.92 eV
Electronic energy   -2264.28066 Ha
E_LUMO   2.983 eV
Max |F|   3.84 eV/A
Highest occupied orbital energy   0.07 eV
Relative energy (zero: lowest compared OMol25 entry of this formula, charge and spin)   176.82 kJ/mol
Net charge   -2

***

C35H56ClF5InO19 | the ωB97M-V functional and the def2-TZVPD basis

The geometry in XYZ format:
```
117
Properties=species:S:1:pos:R:3:mulliken_charge:R:1
C 3.360 0.881 2.661 -0.8953
C 2.246 1.359 3.597 -0.0708
C 1.998 2.876 3.535 -0.7800
C 0.839 3.329 2.644 -1.0696
C 1.061 3.068 1.146 0.2922
C 0.196 1.955 0.572 0.1139
C 0.553 1.706 -0.892 0.4547
C -0.611 1.328 -1.827 -1.2432
C -0.815 -0.148 -2.248 -0.2107
C 0.474 -0.911 -2.687 -1.4170
In 1.019 -2.539 -1.272 1.0584
C 0.831 -2.040 0.876 -0.9473
C -0.594 -1.728 1.350 0.8692
C -1.341 -2.921 1.971 -0.2531
C -2.335 -2.517 3.041 -0.5408
O -3.554 -2.065 2.411 -0.4590
C -3.654 -0.730 2.166 0.8662
C -4.283 -0.436 0.839 -0.4098
O -3.276 0.125 2.975 -0.6662
C 3.219 -2.994 -1.595 -0.9051
O 3.849 -2.153 -2.592 -0.2221
O 3.435 -2.623 -3.894 -0.4325
C -0.328 -4.277 -1.774 -1.3495
C 0.361 -5.489 -2.300 0.3808
C 1.121 -5.237 -3.598 -0.8603
Cl -0.874 -6.874 -2.643 -0.3404
H 4.257 1.482 2.835 0.4438
H 3.604 -0.169 2.828 0.4303
H 3.088 1.002 1.610 -0.1642
H 1.322 0.806 3.402 -0.0646
H 2.549 1.094 4.615 0.4084
H 2.922 3.362 3.208 0.2741
H 1.798 3.244 4.547 0.4171
H -0.067 2.795 2.951 0.3747
H 0.699 4.397 2.821 0.3401
H 0.912 3.968 0.543 0.6830
H 2.088 2.743 0.962 -0.6601
H -0.866 2.176 0.713 0.6154
H 0.428 1.047 1.141 -0.7254
H 0.990 2.641 -1.263 0.3398
H 1.356 0.973 -0.924 -0.0413
H -0.551 1.920 -2.747 0.0665
H -1.528 1.657 -1.323 0.2449
H -1.499 -0.136 -3.102 0.3597
H -1.349 -0.697 -1.469 -0.2907
H 1.291 -0.198 -2.830 0.4278
H 0.292 -1.364 -3.667 0.7640
H 1.218 -2.906 1.424 0.5869
H 1.507 -1.216 1.104 -0.2231
H -0.577 -0.918 2.095 0.2595
H -1.210 -1.349 0.530 -0.6782
H -0.661 -3.672 2.357 0.3585
H -1.946 -3.372 1.176 0.0838
H -1.954 -1.719 3.681 0.4538
H -2.600 -3.357 3.686 0.1149
H -4.634 -1.345 0.356 0.0424
H -3.539 0.052 0.206 -0.1867
H -5.117 0.253 0.991 0.4595
H 3.785 -2.752 -0.684 0.2776
H 3.446 -4.042 -1.816 0.2581
H 2.551 -2.224 -3.978 0.3456
H -0.899 -4.511 -0.871 0.2692
H -1.042 -3.925 -2.524 0.3885
H 1.013 -5.930 -1.543 0.2622
H 2.175 -5.044 -3.406 0.1647
H 0.692 -4.378 -4.117 0.1019
H 1.060 -6.095 -4.271 0.4622
C 4.870 1.330 -1.225 -0.2657
C 6.179 1.858 -0.678 0.4258
O 5.915 3.253 -0.552 -0.3681
C 4.577 3.411 -0.391 0.4810
O 4.068 4.419 -0.011 -0.5304
O 3.931 2.282 -0.689 -0.1728
F 7.225 1.681 -1.519 -0.2965
H 4.853 1.380 -2.313 0.2330
H 4.615 0.327 -0.913 0.1077
H 6.454 1.466 0.303 0.2745
C -3.151 4.313 -4.400 -0.4340
C -3.233 3.385 -5.597 0.2952
O -3.056 2.119 -5.009 -0.2807
C -3.467 2.181 -3.706 0.6693
O -3.640 1.253 -3.005 -0.4332
O -3.635 3.480 -3.349 -0.3078
F -2.250 3.612 -6.504 -0.2976
H -2.112 4.587 -4.207 0.2735
H -3.764 5.205 -4.488 0.2704
H -4.191 3.405 -6.121 0.2759
C -7.809 -2.932 -0.721 -0.3965
C -8.074 -2.359 -2.100 0.2682
O -6.796 -1.923 -2.495 -0.2835
C -5.857 -2.679 -1.843 0.6600
O -4.715 -2.727 -2.116 -0.4371
O -6.457 -3.367 -0.837 -0.2944
F -8.930 -1.303 -2.070 -0.3006
H -7.881 -2.146 0.033 0.2711
H -8.453 -3.765 -0.456 0.2622
H -8.449 -3.081 -2.828 0.2809
C -2.045 -5.974 6.207 -0.3810
C -0.867 -5.674 7.115 0.2636
O 0.221 -5.712 6.219 -0.3344
C -0.236 -5.404 4.967 0.6442
O 0.439 -5.120 4.047 -0.4460
O -1.590 -5.457 4.957 -0.2958
F -0.698 -6.616 8.079 -0.2958
H -2.194 -7.052 6.127 0.2629
H -2.970 -5.487 6.502 0.2700
H -0.900 -4.694 7.594 0.2899
C 4.202 7.532 -0.810 0.1377
C 5.518 8.028 -0.251 0.3478
O 5.282 9.418 -0.095 -0.3477
C 3.943 9.611 0.059 0.6597
O 3.449 10.622 0.426 -0.5116
O 3.278 8.484 -0.256 -0.3290
F 6.560 7.848 -1.101 -0.2816
H 4.197 7.619 -1.898 0.2267
H 3.957 6.520 -0.505 -0.1245
H 5.785 7.603 0.717 0.2877
```

Properties
Molar mass   1026.08 Da
HOMO-LUMO gap   6.65 eV
Electronic energy   -3946.41175 Ha
E_LUMO   2.018 eV
Max |F|   2.45 eV/A
Highest occupied orbital energy   -4.63 eV
Net charge   -1

***

C15H34As3N2OPt | the ωB97M-V functional and the def2-TZVPD basis

The geometry in XYZ format:
```
56
Properties=species:S:1:pos:R:3:lowdin_spin:R:1
Pt 0.131 -1.854 -1.613 1.2084
N -1.275 -5.376 -0.382 0.0223
C -0.722 -4.378 -1.117 0.0460
O -1.178 -3.246 -1.172 0.1690
C 0.501 -4.695 -1.889 0.0536
C 0.612 -3.518 -2.814 0.3574
H -2.136 -5.170 0.108 0.0009
H -0.962 -6.334 -0.434 0.0020
H 0.393 -5.626 -2.450 0.0083
H 1.361 -4.750 -1.217 0.0067
H -0.009 -3.508 -3.719 0.0270
H 1.734 -3.418 -3.200 0.0118
C 1.189 2.375 -1.833 0.0991
As 0.891 0.574 -1.095 0.2258
C 2.699 -0.045 -1.583 0.3344
C 1.341 0.897 0.827 0.0517
C 0.114 1.057 1.775 0.0056
C 0.636 1.261 3.220 0.0018
C -0.715 -0.275 1.822 0.0146
As -1.479 -1.025 0.143 0.1814
C -3.089 0.114 0.037 0.0474
C -2.414 -2.515 1.037 0.0323
C -0.782 2.270 1.370 0.0014
As -0.256 4.091 2.045 0.0010
C 1.472 4.444 1.168 0.0007
C -1.323 5.091 0.720 0.0001
H 0.359 3.047 -1.543 0.0002
H 1.215 2.308 -2.940 0.0004
H 2.161 2.777 -1.482 0.0120
H 3.467 0.664 -1.211 0.0384
H 2.776 -0.130 -2.687 0.1075
H 2.876 -1.043 -1.130 0.0135
H 2.031 1.757 0.881 0.0054
H 1.915 0.009 1.170 0.0042
H 1.239 0.388 3.551 0.0000
H -0.209 1.388 3.931 0.0007
H 1.298 2.147 3.296 0.0004
H -1.548 -0.170 2.551 0.0027
H -0.053 -1.082 2.204 0.0019
H -3.575 0.193 1.031 0.0068
H -3.802 -0.337 -0.683 0.0002
H -2.823 1.125 -0.327 0.0006
H -3.004 -2.141 1.899 0.0063
H -1.669 -3.253 1.397 0.0009
H -3.097 -3.006 0.314 0.0004
H -1.776 2.140 1.849 0.0002
H -0.956 2.282 0.279 0.0012
H 2.271 3.838 1.637 0.0002
H 1.727 5.514 1.314 0.0000
H 1.414 4.252 0.087 0.0006
H -2.403 4.931 0.921 0.0000
H -1.085 4.745 -0.305 0.0000
H -1.090 6.173 0.804 0.0000
N 2.659 -1.131 -3.404 0.3378
C 1.775 -1.384 -2.777 0.3360
H 1.172 -2.442 -0.380 0.2107
```

Properties
Molar mass   678.29 Da
HOMO-LUMO gap (spin up / spin down)   6.64 / 5.68 eV
Electronic energy   -7602.65036 Ha
E_LUMO (spin up / spin down)   -2.029 / -5.400 eV
2S+1   5
Max |F|   10.98 eV/A
Highest occupied orbital energy (spin up / spin down)   -8.67 / -11.08 eV
Net charge   +1

***

C41H42F2MnN6O2S7 | the ωB97M-V functional and the def2-TZVPD basis

The geometry in XYZ format:
```
101
Properties=species:S:1:pos:R:3:lowdin_spin:R:1
Mn 0.511 0.415 0.559 4.0486
F 3.149 2.934 4.524 -0.0034
C 2.969 1.800 3.830 -0.0060
C 2.157 1.822 2.718 -0.0106
C 1.931 0.658 1.995 -0.1668
C 2.618 -0.512 2.373 -0.0090
C 3.410 -0.481 3.515 -0.0060
F 4.022 -1.607 3.944 -0.0036
C 3.586 0.649 4.280 0.0125
C 2.485 -1.663 1.469 0.0033
C 3.334 -2.767 1.418 0.0020
C 3.177 -3.702 0.410 0.0039
C 2.184 -3.520 -0.542 0.0021
C 1.355 -2.424 -0.411 0.0060
N 1.490 -1.535 0.571 0.0063
H 1.709 2.767 2.433 -0.0021
H 4.194 0.637 5.174 0.0008
H 4.119 -2.884 2.147 0.0001
H 3.831 -4.563 0.363 0.0002
H 2.056 -4.207 -1.367 0.0001
H 0.550 -2.231 -1.113 0.0046
C 0.318 3.409 -1.357 0.0009
C -0.390 3.426 -0.055 0.0042
N -0.338 2.496 0.856 0.0073
C -1.116 2.795 1.961 0.0016
C -1.775 3.975 1.874 -0.0002
S -1.411 4.744 0.390 0.0019
C -1.108 1.883 3.099 0.0008
C -1.604 2.123 4.340 0.0006
S -1.215 0.825 5.384 0.0016
C -0.397 0.025 4.079 0.0008
N -0.461 0.678 2.962 0.0147
C 0.325 -1.263 4.300 0.0003
H 0.876 2.480 -1.461 0.0004
H 1.004 4.252 -1.426 0.0002
H -0.388 3.483 -2.187 0.0001
H -2.439 4.433 2.591 0.0001
H -2.142 2.986 4.698 0.0001
H -0.359 -2.042 4.635 0.0000
H 1.085 -1.138 5.072 0.0000
H 0.816 -1.564 3.379 0.0002
C -3.184 -2.888 3.257 0.0002
C -3.624 -2.288 1.918 0.0008
C -4.971 -1.590 2.088 0.0001
C -3.744 -3.396 0.875 0.0010
N -2.706 -1.243 1.420 0.0026
N -1.375 -1.639 1.127 0.0212
H -3.922 -3.615 3.604 0.0000
H -3.093 -2.106 4.017 0.0000
H -2.228 -3.412 3.168 0.0000
H -5.735 -2.302 2.408 0.0000
H -5.269 -1.143 1.139 0.0000
H -4.904 -0.795 2.839 0.0000
H -4.573 -4.061 1.128 0.0000
H -2.836 -4.003 0.825 0.0003
H -3.931 -2.956 -0.102 0.0008
H -2.667 -0.481 2.083 0.0001
H -1.406 -2.133 0.240 0.0031
H -1.034 -2.290 1.832 0.0001
C 6.062 -0.151 0.391 0.0001
S 5.475 1.283 1.333 0.0000
C 4.870 2.326 0.055 -0.0015
C 3.854 2.084 -0.810 0.0022
S 2.844 0.680 -0.942 -0.0236
S 3.681 3.342 -2.045 0.0005
C 4.921 4.427 -1.518 0.0001
S 5.278 5.840 -2.271 0.0000
S 5.741 3.838 -0.117 -0.0011
H 6.495 -0.833 1.124 0.0000
H 6.824 0.160 -0.322 0.0000
H 5.224 -0.617 -0.122 0.0002
C -2.812 1.145 -5.328 0.0007
O -2.004 0.216 -4.639 0.0116
C -0.666 0.246 -4.853 0.0174
C -0.052 1.194 -5.661 -0.0019
C 1.293 1.089 -5.991 0.0262
C 2.031 0.022 -5.516 -0.0027
C 1.440 -0.891 -4.661 0.0240
C 0.105 -0.788 -4.284 0.0041
N -0.421 -1.819 -3.486 0.1530
C -1.600 -1.918 -2.772 0.4067
C -2.345 -0.890 -2.129 0.0280
C -3.751 -1.000 -2.208 0.0836
C -4.599 0.015 -1.821 -0.0070
C -4.058 1.187 -1.301 0.0889
C -2.694 1.272 -1.088 -0.0023
C -1.809 0.236 -1.417 0.0881
O -0.549 0.295 -0.987 0.1162
H -3.836 0.892 -5.067 0.0000
H -2.675 1.068 -6.411 -0.0001
H -2.608 2.172 -5.008 0.0003
H -0.637 2.006 -6.073 -0.0006
H 1.750 1.833 -6.633 0.0017
H 3.070 -0.098 -5.794 -0.0009
H 2.025 -1.713 -4.260 0.0019
H 0.097 -2.675 -3.579 0.0051
H -2.064 -2.896 -2.846 0.0258
H -4.159 -1.897 -2.664 0.0039
H -5.672 -0.092 -1.938 -0.0027
H -4.703 2.014 -1.027 0.0068
H -2.283 2.149 -0.601 -0.0022
```

Properties
Molar mass   968.23 Da
HOMO-LUMO gap (spin up / spin down)   4.73 / 6.66 eV
Electronic energy   -6204.59169 Ha
E_LUMO (spin up / spin down)   -0.899 / -0.268 eV
2S+1   6
Max |F|   1.09 eV/A
Highest occupied orbital energy (spin up / spin down)   -5.63 / -6.93 eV
Relative energy (zero: lowest compared OMol25 entry of this formula, charge and spin)   206.59 kJ/mol
Net charge   0

***

Question: Which of these has the lowest max |F|?
Answer: C41H42F2MnN6O2S7